No. 1
Here is a 2-piece molecular cluster, C5H8O overall from OMol25. Energies are from ωB97M-V/def2-TZVPD.

As for the charge: 0. Its total energy is -7361.1593 eV. As for the multiplicity: 1. The frontier orbital gap comes out at 10.8517 eV.

The geometry in XYZ format:
```
14
Properties=species:S:1:pos:R:3:forces:R:3:lowdin_charge:R:1
C 1.683448 -0.511220 -0.028319 0.07 -0.06 0.05 -0.123
C 0.597501 0.309942 -0.728696 -0.01 0.09 -0.02 -0.292
C -0.713994 -0.419928 -0.805092 -0.16 0.05 -0.01 -0.212
C -1.893212 0.110881 -0.493746 0.10 -0.06 -0.07 -0.026
C -0.470716 1.124645 2.307676 -0.62 -0.65 0.99 0.021
O -1.024953 0.521528 3.093002 0.61 0.65 -0.87 0.043
H 2.482153 0.123213 0.357732 0.00 0.03 -0.08 0.068
H 1.279144 -1.070853 0.817204 -0.04 0.04 0.02 0.065
H 2.138250 -1.232974 -0.708456 -0.05 -0.04 0.01 0.069
H 0.447860 1.258226 -0.204073 -0.01 -0.10 -0.11 0.073
H 0.937334 0.558388 -1.742170 -0.05 -0.01 0.10 0.109
H -0.668713 -1.460874 -1.132276 -0.02 0.14 0.04 0.103
H -1.978100 1.147202 -0.169521 0.03 -0.16 -0.04 0.051
H -2.815997 -0.458170 -0.563261 0.14 0.05 0.00 0.052
```
Forces are in eV/Å.

=====

No. 2
Here is C5H6OS as an isolated structure from OMol25. Energies are from ωB97M-V/def2-TZVPD.

As for the charge: 0. Its total energy is -18162.7780 eV. As for the multiplicity: 1. The frontier orbital gap comes out at 8.4680 eV.

The geometry in XYZ format:
```
13
Properties=species:S:1:pos:R:3:forces:R:3:lowdin_charge:R:1
C 1.265688 -0.021621 -0.230736 1.58 -0.27 -0.18 -0.713
C 0.386879 1.215672 -0.164432 -0.31 0.57 -0.65 -0.131
C -0.933459 0.466381 -0.207841 -1.04 0.40 -0.07 -0.290
C -0.745796 -0.611192 0.822969 -0.30 -2.09 -0.17 -0.039
C 0.197877 -1.102815 -0.340637 1.02 0.17 1.19 -0.298
H 0.407448 1.872938 -1.049414 0.60 -0.24 0.35 0.134
H 0.524075 1.797855 0.744919 0.15 0.05 -0.03 0.126
H -1.896804 0.984426 -0.315759 0.54 0.04 -0.01 0.157
H -0.366771 -0.460060 1.828582 0.25 0.45 -0.07 0.120
H -1.593365 -1.300500 0.876814 -0.01 0.17 -0.08 0.120
H 0.549050 -2.124432 -0.509533 -0.30 0.26 -0.04 0.151
O -0.688628 -0.506002 -1.277402 -0.68 0.21 -0.23 -0.043
S 2.893809 -0.210644 -0.177534 -1.49 0.27 0.00 0.706
```
Forces are in eV/Å.

=====

No. 3
Here is C23H57MoO6PSi3 as an isolated structure from OMol25. Energies are from ωB97M-V/def2-TZVPD.

As for the charge: +2. Its total energy is -71826.1294 eV. As for the multiplicity: 3. As for the expectation value of S²: 2.022. The frontier orbital gap (alpha / beta) comes out at 7.3146 / 8.3192 eV.

The geometry in XYZ format:
```
91
Properties=species:S:1:pos:R:3:forces:R:3:lowdin_charge:R:1
Mo 0.681955 0.478774 -0.427094 -0.35 0.65 -0.47 1.538
C 0.276727 1.378082 4.581775 -0.02 0.06 0.04 -0.068
O 0.445345 0.576474 3.422450 0.29 -0.10 -0.11 -0.235
C 0.123824 -0.769998 3.667490 -0.04 -0.05 -0.08 -0.197
C 0.498112 -1.635452 2.479303 0.16 -0.05 0.01 -0.161
O -0.165940 -1.328095 1.222367 -0.20 0.34 0.32 -0.251
C -1.501072 -1.910960 1.299244 -0.07 -0.24 -0.18 -0.141
C -2.312285 -1.791417 0.038929 0.10 0.11 -0.10 -0.190
O -2.707129 -0.456647 -0.170308 0.07 0.05 0.21 -0.234
C -4.048791 -0.329091 -0.624047 -0.10 0.00 -0.06 -0.068
H 0.976566 1.083852 5.367451 0.00 -0.01 0.01 0.102
H -0.743255 1.298396 4.968167 -0.03 0.00 0.01 0.102
H 0.469121 2.410753 4.298665 0.02 0.00 -0.01 0.089
H -0.939893 -0.870817 3.922007 0.01 0.01 0.01 0.133
H 0.694187 -1.149381 4.525775 -0.04 -0.08 -0.02 0.148
H 0.247430 -2.670686 2.728012 0.16 0.02 0.01 0.140
H 1.570115 -1.584878 2.298646 -0.03 0.09 -0.01 0.107
H -2.047531 -1.457724 2.128906 0.05 0.00 -0.04 0.129
H -1.357963 -2.974541 1.520291 -0.05 0.05 -0.03 0.142
H -3.188081 -2.437710 0.166495 0.06 -0.03 0.04 0.146
H -1.756855 -2.171239 -0.829469 -0.05 0.04 0.03 0.115
H -4.750321 -0.688069 0.134495 0.01 0.00 -0.01 0.102
H -4.204633 -0.878333 -1.554156 0.00 0.00 -0.01 0.093
H -4.231023 0.729072 -0.803085 0.00 0.00 0.00 0.094
C -1.643654 1.595847 1.752069 -0.19 -0.01 0.05 -0.056
O -0.512359 1.749550 0.884572 0.13 -0.12 -0.19 -0.408
Si -0.200731 3.230430 0.089217 0.06 0.14 -0.02 0.386
C -1.728310 3.616683 -0.879814 -0.02 -0.07 0.08 -0.127
C 0.076742 4.593270 1.308173 -0.09 -0.08 0.03 -0.124
C 1.266208 2.453324 -0.797183 -0.09 -0.32 -0.30 -0.532
Si 1.557619 3.265182 -2.538307 0.13 -0.03 0.14 0.449
C 0.013374 3.749827 -3.470120 0.01 0.00 0.08 -0.162
C 2.472647 2.060754 -3.626803 -0.03 -0.11 0.09 -0.165
C 2.472836 4.852948 -2.168786 -0.11 -0.04 -0.04 -0.152
Si 2.883606 2.351110 0.175150 0.25 -0.14 0.06 0.432
C 4.399254 2.069564 -0.865150 -0.03 0.08 0.06 -0.147
C 2.691921 0.691021 1.131347 -0.39 -0.21 -0.12 -0.190
C 3.220813 3.674277 1.436982 -0.08 0.05 -0.15 -0.143
H -2.560847 1.724813 1.183700 -0.03 -0.03 0.02 0.093
H -1.560297 2.347828 2.535100 -0.07 -0.02 0.07 0.103
H -1.609859 0.605833 2.183999 -0.09 0.09 0.01 0.065
H -2.540803 3.728785 -0.158063 -0.06 0.00 0.03 0.057
H -2.007791 2.838951 -1.585382 -0.04 -0.08 -0.04 0.034
H -1.663425 4.556968 -1.417106 0.01 0.13 -0.01 0.046
H -0.892240 4.971246 1.638005 -0.04 0.02 0.02 0.058
H 0.602725 5.432055 0.856641 0.06 0.10 -0.09 0.050
H 0.639803 4.286460 2.183294 0.05 -0.04 0.10 0.026
H -0.774016 3.003453 -3.510284 -0.03 -0.07 -0.03 0.009
H 0.349378 3.922335 -4.493762 0.01 0.02 -0.09 0.055
H -0.429014 4.678889 -3.123135 0.00 0.08 0.02 0.037
H 2.346956 1.045487 -3.246495 -0.02 0.04 -0.06 -0.013
H 3.538652 2.257617 -3.693966 0.13 0.03 0.03 0.043
H 2.076943 2.085947 -4.640377 -0.06 0.02 -0.09 0.052
H 1.915638 5.444500 -1.440488 -0.06 0.08 0.05 0.038
H 2.543532 5.456948 -3.072941 0.01 0.04 -0.10 0.055
H 3.481025 4.727220 -1.786314 0.13 -0.04 0.06 0.027
H 4.373881 1.111069 -1.373547 -0.04 -0.11 0.01 0.007
H 5.263480 2.073206 -0.198592 0.05 -0.05 0.04 0.061
H 4.571359 2.837131 -1.611613 0.04 0.12 -0.08 0.033
H 1.639451 0.330119 1.278946 0.42 -0.28 0.69 -0.036
H 2.907815 0.827672 2.191245 0.08 0.16 0.02 0.077
H 3.335893 -0.098870 0.743451 -0.12 -0.03 0.05 0.039
H 3.004102 4.667652 1.052157 0.03 0.12 -0.04 0.042
H 4.285393 3.635990 1.669540 0.06 -0.01 0.05 0.055
H 2.668388 3.545770 2.362526 -0.06 -0.06 0.10 0.032
O -2.059795 -0.820189 -2.963001 0.40 0.31 -0.32 0.110
C -1.377920 0.151525 -2.872223 -0.40 0.03 0.69 -0.351
O -0.538390 0.349114 -1.815358 -0.07 -0.20 -0.32 -0.320
H -1.385501 1.039115 -3.526379 0.06 -0.36 -0.04 0.144
C 2.834854 -4.120607 -0.626740 -0.08 0.00 0.10 -0.116
C 2.117055 -2.825261 -0.237591 0.00 -0.07 -0.02 -0.388
P 1.952550 -1.556043 -1.555898 0.13 0.17 -0.05 0.942
C 0.825595 -2.339889 -2.758321 -0.01 -0.07 0.02 -0.368
C 0.920629 -1.793200 -4.179991 -0.05 0.02 -0.04 -0.116
C 3.635925 -1.675304 -2.297084 -0.02 -0.05 0.08 -0.357
C 4.166601 -0.772468 -3.401717 -0.02 -0.01 -0.05 -0.128
H 2.754586 -4.828844 0.196223 -0.01 -0.02 0.02 0.088
H 3.892817 -3.967846 -0.816345 0.06 0.02 0.00 0.073
H 2.395082 -4.596189 -1.500581 -0.03 -0.02 -0.06 0.074
H 2.639615 -2.358061 0.599323 0.01 0.01 0.03 0.064
H 1.103118 -3.038906 0.102735 0.01 -0.01 0.00 0.072
H -0.190529 -2.227354 -2.376260 0.04 -0.03 0.01 0.048
H 1.053168 -3.410459 -2.746455 -0.02 0.08 -0.04 0.092
H 0.883761 -0.702004 -4.213607 0.00 0.02 0.02 0.058
H 0.088114 -2.167871 -4.773094 0.00 -0.01 -0.01 0.093
H 1.841567 -2.107221 -4.665770 0.03 -0.01 -0.02 0.076
H 3.626545 -2.706985 -2.664426 0.05 0.03 0.06 0.089
H 4.322765 -1.662644 -1.444497 0.00 -0.03 -0.02 0.091
H 3.474267 -0.658080 -4.229055 -0.04 -0.01 -0.06 0.060
H 5.076056 -1.221511 -3.796198 0.05 -0.03 -0.01 0.095
H 4.426341 0.216480 -3.044970 0.01 0.02 -0.02 0.032
```
Forces are in eV/Å.

=====

No. 4
Here is one molecule with the formula C3H3P3 from OMol25. Energies are from ωB97M-V/def2-TZVPD.

As for the charge: 0. Its total energy is -31018.5431 eV. As for the multiplicity: 1. The SMILES is P=C1C(=P)C1=P. The frontier orbital gap (alpha / beta) comes out at 5.9742 / 5.6031 eV.

The geometry in XYZ format:
```
9
Properties=species:S:1:pos:R:3:forces:R:3:lowdin_charge:R:1
P -1.936729 -1.920305 -0.133912 0.98 0.56 -0.17 0.798
C -0.846379 -0.581784 0.066658 -0.03 -1.00 0.76 -0.744
C -0.568375 0.827949 0.105586 -1.28 0.49 0.16 -0.725
P -1.574117 2.167590 -0.211480 1.56 0.50 -0.10 0.778
C 0.413712 -0.118489 0.381147 3.06 -1.05 -2.13 -0.324
P 2.460174 -0.802034 -0.229199 -2.30 1.53 1.67 0.732
H -0.789854 -2.762666 -0.253594 -0.36 -0.31 0.16 -0.162
H -0.441910 3.084572 -0.329528 -0.73 -0.18 0.21 -0.154
H 3.283481 0.105165 0.604326 -0.90 -0.54 -0.57 -0.200
```
Forces are in eV/Å.

=====

No. 5
Here is C7H8O as an isolated structure from OMol25. Energies are from ωB97M-V/def2-TZVPD.

As for the charge: 0. Its total energy is -9430.0308 eV. As for the multiplicity: 1. The frontier orbital gap comes out at 9.6110 eV.

The geometry in XYZ format:
```
16
Properties=species:S:1:pos:R:3:forces:R:3:lowdin_charge:R:1
C -0.978967 -1.294723 -1.148303 -6.97 0.64 -0.04 0.038
C -0.075349 -0.523095 -0.699164 6.26 1.64 1.81 -0.269
C 1.287892 -0.360138 -1.289023 -0.20 -4.81 -2.97 -0.055
C 1.984415 0.537028 -0.688151 -0.62 3.49 3.34 -0.054
C 0.058567 0.417824 0.560259 2.85 -0.53 -5.25 -0.602
C -1.241145 0.883218 0.767544 -0.51 0.78 2.60 -0.015
C -0.358358 0.087655 1.840691 -0.70 -4.89 2.29 -0.011
H -2.159715 -0.818784 -0.686728 3.22 -2.80 -1.51 0.162
H -0.996222 -1.818939 -2.107628 0.11 0.14 0.57 0.069
H 1.693412 -1.159859 -2.062248 -0.88 2.20 1.50 0.158
H 2.915719 1.077478 -0.718733 0.30 -0.63 -0.59 0.125
H -1.828562 0.433048 -0.001796 -1.52 0.73 0.75 0.042
H -1.276732 1.839597 1.210301 -1.04 1.18 -0.20 0.105
H 0.023609 0.742837 2.681293 -0.65 -1.07 -1.15 0.127
H -0.271983 -1.213300 1.968023 -0.97 4.11 0.22 0.196
O 1.223420 1.170152 0.373663 1.31 -0.18 -1.40 -0.017
```
Forces are in eV/Å.

=====

No. 6
Here is one molecule with the formula C4H7FN2S from OMol25. Energies are from ωB97M-V/def2-TZVPD.

As for the charge: 0. Its total energy is -20791.1111 eV. As for the multiplicity: 1. The SMILES is C/C(N)=C(F)/C=N/S. The frontier orbital gap comes out at 8.2339 eV.

The geometry in XYZ format:
```
15
Properties=species:S:1:pos:R:3:forces:R:3:lowdin_charge:R:1
C 0.834222 -2.825016 1.331623 5.41 0.80 3.69 -0.050
C 0.567800 -1.873841 0.356470 -2.28 4.61 -2.45 -0.407
N 0.411503 -2.504085 -0.815180 -0.11 3.01 -6.81 0.060
C 0.311394 -0.505549 0.455976 0.95 -3.05 -0.92 -0.255
F 0.572323 0.114487 1.610288 0.15 -0.13 0.90 0.041
C -0.142940 0.432438 -0.576098 0.77 0.24 -0.98 -0.259
N -0.528827 1.502249 -0.018396 -1.04 2.57 -1.14 -0.346
S -1.010557 2.806510 -1.128361 0.24 -0.45 0.64 0.664
H 1.615541 -3.489480 0.944869 0.10 0.07 0.03 0.102
H 0.081851 -3.459775 1.574839 -2.65 -1.41 1.22 0.062
H 1.360216 -2.263947 2.181786 -1.23 -1.24 -0.47 0.132
H 0.331976 -1.889306 -1.845671 0.07 -2.72 4.40 0.207
H 0.136860 -3.452194 -0.842620 -0.21 -0.70 -0.20 0.074
H -0.007719 0.376117 -1.742476 -0.35 -0.50 2.21 0.127
H -1.102295 3.888705 -0.282333 0.19 -1.08 -0.13 -0.151
```
Forces are in eV/Å.